No. 1
C23H27ClN4O6 | ωB97M-V with the def2-TZVPD basis set

For the molar mass, the calculation gives 490.94 g mol⁻¹. Its gap between HOMO and LUMO is 8.23 eV. The LUMO energy comes out at 0.025 eV. As for the energy above the lowest of the compared OMol25 structures with the same formula, charge and spin: 2.2 kcal/mol. The calculation puts the strongest force on any atom at 1.41 eV Å⁻¹.

Geometry as ORCA input:
```
! RIJCOSX wB97M-V def2-TZVPD def2/J DEFGRID3
* xyz 0 1
C -6.16 -1.93 -0.56
H -5.42 -2.29 0.15
O -6.87 -0.91 0.10
C -7.87 -0.32 -0.70
C -8.46 0.88 0.05
H -8.65 0.57 1.08
H -9.40 1.16 -0.41
C -7.51 2.08 0.03
N -6.23 1.77 0.62
C -5.18 1.36 -0.10
O -5.06 1.42 -1.32
C -4.05 0.83 0.79
O -4.14 0.78 1.99
N -3.00 0.44 0.03
N -1.87 -0.08 0.51
C -0.92 -0.38 -0.28
C 0.31 -0.94 0.20
C 0.49 -1.22 1.56
C 1.68 -1.75 2.00
C 2.73 -2.02 1.11
C 2.55 -1.76 -0.26
C 1.35 -1.22 -0.69
H 1.20 -1.01 -1.73
O 3.59 -2.05 -1.10
C 3.57 -1.55 -2.42
H 3.39 -0.47 -2.43
H 4.56 -1.76 -2.81
H 2.82 -2.06 -3.03
O 3.86 -2.50 1.72
C 5.01 -2.84 0.99
C 5.69 -1.68 0.25
O 6.51 -1.88 -0.62
N 5.30 -0.47 0.72
C 5.56 0.80 0.20
C 6.59 1.00 -0.72
C 6.83 2.27 -1.22
C 6.06 3.34 -0.80
C 5.04 3.13 0.11
C 4.76 1.87 0.63
C 3.64 1.64 1.60
H 2.92 0.91 1.22
H 4.02 1.28 2.56
H 3.10 2.57 1.79
Cl 4.10 4.50 0.59
H 6.24 4.33 -1.18
H 7.62 2.42 -1.93
H 7.18 0.16 -1.04
H 4.63 -0.49 1.48
H 4.82 -3.64 0.26
H 5.71 -3.23 1.74
H 1.85 -1.96 3.04
H -0.31 -1.00 2.25
H -1.01 -0.21 -1.37
H -3.12 0.59 -0.99
H -6.19 1.53 1.60
H -7.32 2.39 -1.00
H -7.95 2.92 0.58
H -8.66 -1.06 -0.91
H -7.45 0.01 -1.66
H -6.83 -2.75 -0.85
H -5.66 -1.54 -1.46
*
```

Atom charges from the Mulliken analysis, given in e for atoms 1 to 4:
1 C -0.79
2 H 0.25
3 O -0.31
4 C -0.50

No. 2
C23H27F2NO3P2TeYb | ωB97M-V with the def2-TZVPD basis set

For the molar mass, the calculation gives 766.06 g mol⁻¹. The expectation value of S² is 0.751. Its gap between HOMO and LUMO (spin up / spin down) is 8.44 / 8.18 eV. The LUMO energy (spin up / spin down) comes out at -2.782 / -3.041 eV. The calculation puts the strongest force on any atom at 1.85 eV Å⁻¹.

Geometry as ORCA input:
```
! RIJCOSX wB97M-V def2-TZVPD def2/J DEFGRID3
* xyz 1 2
Yb 0.57 0.64 0.01
F 5.63 -1.32 -2.13
C 4.74 -1.30 -1.13
C 3.61 -0.51 -1.25
C 2.65 -0.45 -0.24
C 2.90 -1.23 0.92
C 4.04 -2.03 0.99
F 4.26 -2.81 2.06
C 4.98 -2.08 -0.02
C 1.94 -1.19 2.06
C 2.34 -1.32 3.39
C 1.40 -1.28 4.39
C 0.06 -1.11 4.07
C -0.26 -0.95 2.74
N 0.64 -0.97 1.76
H 3.50 0.06 -2.17
H 5.85 -2.71 0.05
H 3.39 -1.45 3.63
H 1.70 -1.37 5.43
H -0.71 -1.08 4.83
H -1.29 -0.78 2.44
C 1.11 2.13 -3.13
C 0.47 3.29 -2.40
O 0.91 3.25 -1.02
P -0.18 3.25 0.18
O -1.10 2.08 -0.18
Te 1.09 2.67 2.09
O -0.91 4.63 0.05
C -1.94 4.98 1.02
C -1.42 6.01 2.00
H 0.84 2.16 -4.19
H 0.76 1.17 -2.74
H 2.20 2.18 -3.05
H -0.62 3.24 -2.45
H 0.79 4.25 -2.81
H -2.29 4.08 1.53
H -2.76 5.38 0.43
H -0.57 5.61 2.56
H -2.21 6.26 2.70
H -1.11 6.91 1.48
C -3.18 -0.31 0.10
P -1.72 -0.76 -0.92
C -2.31 -0.21 -2.57
C -1.81 -2.57 -1.04
C -2.46 -3.34 -0.08
C -2.48 -4.72 -0.18
C -1.85 -5.35 -1.24
C -1.19 -4.59 -2.20
C -1.16 -3.21 -2.10
H -3.07 -0.62 1.13
H -4.07 -0.80 -0.32
H -3.30 0.77 0.07
H -3.27 -0.68 -2.79
H -1.60 -0.46 -3.35
H -2.44 0.88 -2.54
H -2.96 -2.87 0.76
H -2.99 -5.31 0.57
H -1.87 -6.43 -1.33
H -0.69 -5.08 -3.03
H -0.63 -2.63 -2.84
*
```

Atom charges from the Mulliken analysis, given in e for atoms 1 to 4:
1 Yb -0.16
2 F -0.32
3 C 0.17
4 C -0.45

No. 3
C23H27MnN5O4S | ωB97M-V with the def2-TZVPD basis set

For the molar mass, the calculation gives 524.51 g mol⁻¹. The expectation value of S² is 3.782. Its gap between HOMO and LUMO (spin up / spin down) is 7.51 / 7.22 eV. The LUMO energy (spin up / spin down) comes out at -0.295 / -0.402 eV. As for the energy above the lowest of the compared OMol25 structures with the same formula, charge and spin: 2.3 kcal/mol. The calculation puts the strongest force on any atom at 1.19 eV Å⁻¹.

Geometry as ORCA input:
```
! RIJCOSX wB97M-V def2-TZVPD def2/J DEFGRID3
* xyz 0 4
Mn 0.80 -0.13 -1.20
C -4.81 -0.31 -2.09
C -3.58 0.18 -1.38
N -2.98 1.28 -1.60
O -3.64 2.05 -2.57
C -2.01 -1.56 -0.88
C -2.29 -3.02 -1.10
N -0.84 -1.12 -1.14
O 0.14 -1.91 -1.61
H -5.28 0.44 -2.71
H -5.52 -0.67 -1.34
H -4.54 -1.16 -2.71
H -3.07 2.82 -2.65
H -3.36 -3.19 -1.14
H -1.88 -3.62 -0.29
H -1.81 -3.37 -2.02
O 3.07 -2.16 -2.06
S 3.66 -1.33 -1.06
O 5.07 -1.05 -1.11
N 2.78 0.04 -0.99
C 3.31 1.31 -0.77
C 4.60 1.72 -0.56
C 4.91 3.09 -0.39
C 3.95 4.06 -0.43
C 2.61 3.67 -0.62
C 1.54 4.59 -0.65
C 0.25 4.15 -0.78
C 0.02 2.77 -0.89
N 1.00 1.89 -0.89
C 2.30 2.31 -0.77
C 3.34 -2.08 0.51
C 2.27 -2.95 0.65
C 2.01 -3.49 1.91
C 2.81 -3.16 2.99
C 3.89 -2.30 2.83
C 4.16 -1.75 1.58
H 5.40 0.99 -0.55
H 5.95 3.37 -0.24
H 4.20 5.11 -0.32
H 1.76 5.65 -0.55
H -0.59 4.83 -0.80
H -0.98 2.36 -0.96
H 1.67 -3.21 -0.21
H 1.18 -4.18 2.03
H 2.60 -3.59 3.97
H 4.52 -2.06 3.67
H 5.00 -1.10 1.44
C -1.69 -0.10 1.60
C -3.08 -0.38 1.04
C -3.96 0.84 1.28
C -3.69 -1.58 1.76
N -3.04 -0.72 -0.42
H -1.78 0.16 2.66
H -1.21 0.74 1.09
H -1.02 -0.97 1.53
H -4.14 0.94 2.35
H -4.93 0.74 0.79
H -3.50 1.76 0.92
H -3.71 -1.42 2.84
H -3.10 -2.48 1.57
H -4.71 -1.75 1.41
*
```

Atom charges from the Mulliken analysis, given in e for atoms 1 to 4:
1 Mn 0.43
2 C -1.37
3 C -0.29
4 N 0.16

No. 4
C23H27N3O3S | ωB97M-V with the def2-TZVPD basis set

For the molar mass, the calculation gives 425.55 g mol⁻¹. Its gap between HOMO and LUMO is 7.53 eV. The LUMO energy comes out at -0.208 eV. As for the energy above the lowest of the compared OMol25 structures with the same formula, charge and spin: 480.1 kcal/mol. The calculation puts the strongest force on any atom at 17.28 eV Å⁻¹.

Geometry as ORCA input:
```
! RIJCOSX wB97M-V def2-TZVPD def2/J DEFGRID3
* xyz 0 1
C -7.00 -1.93 1.16
C -6.45 -0.55 0.64
O -5.50 -0.48 -0.43
C -4.31 -0.93 -0.17
C -3.79 -1.29 0.96
C -2.52 -1.50 1.29
C -1.74 -1.63 0.29
C -2.22 -1.28 -1.26
C -3.59 -0.97 -1.36
H -3.93 -0.88 -2.25
H -1.64 -1.18 -2.00
N -0.39 -1.71 0.22
C 0.77 -1.82 -0.65
O 0.67 -1.08 -1.61
C 2.07 -2.12 -0.10
H 2.04 -2.08 1.24
C 3.28 -1.46 -0.52
N 3.55 -0.18 0.28
C 4.98 -0.06 0.52
S 5.65 1.01 1.57
N 5.39 -1.36 0.05
C 4.42 -2.01 -0.40
O 4.72 -3.09 -0.96
C 6.73 -1.69 0.58
H 6.95 -2.55 -0.28
H 7.05 -1.77 1.48
H 7.49 -1.20 -0.02
C 2.78 1.19 0.33
C 2.84 2.02 -0.65
H 3.83 1.75 -1.29
H 3.14 3.15 -0.38
C 1.67 2.13 -1.81
C 0.52 2.70 -0.92
C 0.44 3.82 -0.44
C -0.67 4.33 0.29
C -1.69 3.77 0.52
C -1.69 2.29 -0.21
C -0.61 1.86 -0.48
H -0.63 0.89 -1.15
H -2.68 1.76 0.19
H -2.51 3.84 1.19
H -0.79 5.48 0.92
H 1.21 4.56 -0.54
H 1.43 1.03 -2.08
H 1.82 2.90 -2.57
H 3.17 1.41 1.31
H 1.79 0.59 0.45
H 3.09 -1.18 -1.57
H 2.24 -3.06 -0.38
H -0.20 -2.08 1.30
H -2.03 -1.53 2.18
H -4.39 -1.00 1.96
H -7.26 0.07 0.13
H -6.15 -0.05 1.60
H -6.10 -2.58 1.58
H -7.78 -1.75 2.05
H -7.49 -2.53 0.15
*
```

Atom charges from the Mulliken analysis, given in e for atoms 1 to 4:
1 C -0.77
2 C -0.54
3 O -0.40
4 C 0.74

Repeat the fourth record exactly.
C23H27N3O3S | ωB97M-V with the def2-TZVPD basis set

For the molar mass, the calculation gives 425.55 g mol⁻¹. Its gap between HOMO and LUMO is 7.53 eV. The LUMO energy comes out at -0.208 eV. As for the energy above the lowest of the compared OMol25 structures with the same formula, charge and spin: 480.1 kcal/mol. The calculation puts the strongest force on any atom at 17.28 eV Å⁻¹.

Geometry as ORCA input:
```
! RIJCOSX wB97M-V def2-TZVPD def2/J DEFGRID3
* xyz 0 1
C -7.00 -1.93 1.16
C -6.45 -0.55 0.64
O -5.50 -0.48 -0.43
C -4.31 -0.93 -0.17
C -3.79 -1.29 0.96
C -2.52 -1.50 1.29
C -1.74 -1.63 0.29
C -2.22 -1.28 -1.26
C -3.59 -0.97 -1.36
H -3.93 -0.88 -2.25
H -1.64 -1.18 -2.00
N -0.39 -1.71 0.22
C 0.77 -1.82 -0.65
O 0.67 -1.08 -1.61
C 2.07 -2.12 -0.10
H 2.04 -2.08 1.24
C 3.28 -1.46 -0.52
N 3.55 -0.18 0.28
C 4.98 -0.06 0.52
S 5.65 1.01 1.57
N 5.39 -1.36 0.05
C 4.42 -2.01 -0.40
O 4.72 -3.09 -0.96
C 6.73 -1.69 0.58
H 6.95 -2.55 -0.28
H 7.05 -1.77 1.48
H 7.49 -1.20 -0.02
C 2.78 1.19 0.33
C 2.84 2.02 -0.65
H 3.83 1.75 -1.29
H 3.14 3.15 -0.38
C 1.67 2.13 -1.81
C 0.52 2.70 -0.92
C 0.44 3.82 -0.44
C -0.67 4.33 0.29
C -1.69 3.77 0.52
C -1.69 2.29 -0.21
C -0.61 1.86 -0.48
H -0.63 0.89 -1.15
H -2.68 1.76 0.19
H -2.51 3.84 1.19
H -0.79 5.48 0.92
H 1.21 4.56 -0.54
H 1.43 1.03 -2.08
H 1.82 2.90 -2.57
H 3.17 1.41 1.31
H 1.79 0.59 0.45
H 3.09 -1.18 -1.57
H 2.24 -3.06 -0.38
H -0.20 -2.08 1.30
H -2.03 -1.53 2.18
H -4.39 -1.00 1.96
H -7.26 0.07 0.13
H -6.15 -0.05 1.60
H -6.10 -2.58 1.58
H -7.78 -1.75 2.05
H -7.49 -2.53 0.15
*
```

Atom charges from the Mulliken analysis, given in e for atoms 1 to 4:
1 C -0.77
2 C -0.54
3 O -0.40
4 C 0.74

- strongest force on any atom of number 2 (C23H27F2NO3P2TeYb)?
  1.85 eV Å⁻¹

- The lowest strongest force on any atom belongs to which entry?
  C23H27MnN5O4S

- Among the records above, which one has the highest molar mass?
  C23H27F2NO3P2TeYb